1.
# C23H31N3O4

A molecular structure, C23H31N3O4 (the ωB97M-V functional and the def2-TZVPD basis, OMol25).

Properties
- largest force on an atom (eV Å⁻¹) = 13.72
- total charge = 0
- E (Eh) = -1359.5806
- E_HOMO (eV) = -7.31
- gap between HOMO and LUMO (eV) = 7.371
- energy relative to the best compared isomer or geometry (same formula, charge and spin) (kJ/mol) = 1858.14

CARTESIAN COORDINATES (ANGSTROEM)
C -7.868 -2.025 -1.512
H -8.195 -1.068 -1.856
C -7.523 -2.035 -0.122
C -6.629 -1.110 0.363
O -5.397 -1.566 -0.321
C -4.423 -0.668 0.144
C -3.250 -1.069 -0.343
C -2.045 -0.168 -0.441
C -2.122 0.968 0.394
C -3.222 1.257 1.090
C -4.464 0.751 0.919
H -5.422 0.956 1.284
H -3.281 1.996 1.615
N -0.880 1.811 0.739
C 0.342 1.164 0.788
O 0.520 -0.028 1.153
C 1.396 2.172 1.049
N 2.189 2.456 -0.071
C 1.709 2.770 -1.519
C 1.288 1.389 -2.057
C 2.537 0.490 -2.346
H 2.246 -0.375 -2.561
H 3.331 1.109 -2.811
C 3.086 0.335 -0.677
C 4.477 -0.279 -1.153
O 5.371 -0.234 -1.813
N 4.752 -1.484 0.098
C 3.916 -1.503 1.178
C 4.686 -2.577 2.206
H 4.221 -3.299 2.741
C 5.719 -3.086 1.039
C 5.951 -2.085 -0.013
H 6.252 -2.349 -0.879
H 6.780 -1.549 0.442
H 6.585 -3.645 1.551
H 5.243 -3.814 0.617
H 5.363 -1.912 2.614
H 3.512 -0.764 2.008
H 2.993 -2.187 0.868
C 3.285 1.796 -0.123
H 3.894 1.484 0.948
H 4.001 2.265 -0.594
H 2.332 -0.312 -0.219
H 0.889 1.414 -3.148
H 0.440 0.850 -1.709
H 0.840 3.176 -1.367
H 2.388 3.138 -2.020
C 0.596 3.411 1.238
C -0.885 3.205 0.657
O -1.994 3.872 0.572
H 0.829 4.477 0.592
H 0.430 3.883 2.201
H 2.203 2.220 1.757
H -1.035 -0.572 -0.690
H -3.023 -1.891 -1.015
H -6.582 -0.998 1.696
H -7.027 -0.139 -0.002
H -8.701 -1.979 0.498
H -7.260 -3.017 0.171
H -8.454 -2.817 -1.635
H -6.914 -2.209 -2.215

2.
# C23H31N3O4S

A single C23H31N3O4S molecule (the ωB97M-V functional and the def2-TZVPD basis, OMol25).

Properties
- largest force on an atom (eV Å⁻¹) = 1.37
- total charge = 0
- E (Eh) = -1758.4137
- E_HOMO (eV) = -8.37
- gap between HOMO and LUMO (eV) = 8.051
- energy relative to the best compared isomer or geometry (same formula, charge and spin) (kJ/mol) = 289.71

CARTESIAN COORDINATES (ANGSTROEM)
C 1.873 -0.683 2.050
C 2.082 0.683 2.696
N 1.502 1.763 1.904
C 2.439 2.625 1.220
C 3.192 1.910 0.097
C 0.156 1.899 1.981
O -0.488 1.165 2.711
C -0.523 2.979 1.132
C -2.010 3.105 1.495
C -2.800 1.857 1.104
N -2.574 1.502 -0.284
S -3.541 0.244 -0.793
O -4.905 0.631 -0.601
O -3.112 -0.118 -2.113
C -3.170 -1.093 0.309
C -3.837 -1.492 1.499
C -5.075 -0.921 2.076
N -3.186 -2.479 2.059
O -2.095 -2.751 1.301
C -2.070 -1.927 0.241
C -1.015 -1.976 -0.726
C 0.144 -2.620 -0.513
C 1.280 -2.652 -1.410
C 2.458 -3.270 -0.982
C 3.570 -3.302 -1.801
C 3.526 -2.723 -3.057
C 2.364 -2.104 -3.510
C 2.322 -1.495 -4.879
C 1.255 -2.073 -2.683
C -1.182 1.352 -0.635
C -0.443 2.656 -0.364
H 2.287 -0.715 1.044
H 2.354 -1.449 2.652
H 0.810 -0.901 1.998
H 1.597 0.685 3.677
H 3.146 0.889 2.826
H 3.166 2.994 1.955
H 1.915 3.490 0.816
H 3.807 2.627 -0.442
H 3.841 1.136 0.495
H 2.501 1.448 -0.604
H -0.041 3.941 1.338
H -2.119 3.254 2.570
H -2.419 3.972 0.975
H -3.872 2.033 1.208
H -2.504 1.037 1.769
H -5.629 -0.399 1.300
H -5.677 -1.712 2.514
H -4.818 -0.214 2.864
H -1.230 -1.425 -1.629
H 0.273 -3.144 0.426
H 2.494 -3.722 -0.002
H 4.476 -3.782 -1.461
H 4.397 -2.753 -3.697
H 1.402 -0.938 -5.030
H 2.380 -2.276 -5.637
H 3.169 -0.827 -5.027
H 0.351 -1.598 -3.034
H -1.153 1.098 -1.695
H -0.710 0.540 -0.059
H 0.585 2.560 -0.710
H -0.924 3.459 -0.926

3.
# C23H31N3O4S2

A single C23H31N3O4S2 molecule (the ωB97M-V functional and the def2-TZVPD basis, OMol25).

Properties
- largest force on an atom (eV Å⁻¹) = 1.10
- total charge = 0
- E (Eh) = -2156.6615
- E_HOMO (eV) = -8.03
- gap between HOMO and LUMO (eV) = 7.338
- energy relative to the best compared isomer or geometry (same formula, charge and spin) (kJ/mol) = 0.67

CARTESIAN COORDINATES (ANGSTROEM)
C -9.053 0.213 0.524
C -7.605 -0.178 0.278
O -6.839 1.014 0.243
C -5.511 0.945 0.024
C -4.785 -0.232 -0.169
C -3.426 -0.176 -0.394
C -2.741 1.047 -0.425
C -1.330 1.019 -0.662
C -0.403 2.002 -0.594
S -0.585 3.690 -0.149
C 1.153 3.959 -0.215
S 1.872 5.380 0.135
N 1.793 2.824 -0.595
C 3.236 2.723 -0.663
C 3.828 2.474 0.725
C 5.311 2.108 0.633
C 5.495 0.714 0.043
O 5.763 0.516 -1.122
N 5.331 -0.278 0.946
C 5.429 -1.684 0.625
C 4.089 -2.406 0.784
C 3.121 -2.020 -0.333
N 1.807 -2.628 -0.169
C 1.084 -2.634 -1.436
C -0.288 -3.274 -1.246
O -1.050 -2.586 -0.278
C -0.364 -2.578 0.952
C 1.011 -1.925 0.824
C 1.008 1.715 -0.844
O 1.464 0.650 -1.204
C -3.480 2.223 -0.225
C -4.834 2.172 -0.008
H -9.403 0.863 -0.273
H -9.139 0.745 1.468
H -9.675 -0.677 0.558
H -7.245 -0.832 1.084
H -7.512 -0.711 -0.678
H -5.273 -1.193 -0.147
H -2.871 -1.092 -0.533
H -0.927 0.043 -0.917
H 3.466 1.885 -1.327
H 3.632 3.649 -1.085
H 3.707 3.374 1.331
H 3.275 1.662 1.208
H 5.822 2.823 -0.014
H 5.763 2.149 1.625
H 5.070 -0.044 1.891
H 5.774 -1.742 -0.409
H 6.179 -2.144 1.278
H 3.668 -2.161 1.761
H 4.254 -3.484 0.755
H 3.039 -0.925 -0.400
H 3.536 -2.374 -1.279
H 1.654 -3.219 -2.160
H 0.962 -1.610 -1.822
H -0.862 -3.236 -2.174
H -0.163 -4.322 -0.935
H -0.991 -2.020 1.651
H -0.242 -3.610 1.312
H 1.513 -1.976 1.792
H 0.882 -0.865 0.545
H -2.987 3.182 -0.254
H -5.408 3.073 0.140

4.
# C23H31N5O7S3Ti

A molecular structure, C23H31N5O7S3Ti (the ωB97M-V functional and the def2-TZVPD basis, OMol25).

Properties
- largest force on an atom (eV Å⁻¹) = 1.98
- spin multiplicity = 2
- total charge = +1
- E (Eh) = -3739.4289
- E_HOMO (spin up / spin down) (eV) = -11.65 / -12.07
- gap between HOMO and LUMO (spin up / spin down) (eV) = 8.056 / 8.553
- energy relative to the best compared isomer or geometry (same formula, charge and spin) (kJ/mol) = 0.00

CARTESIAN COORDINATES (ANGSTROEM)
Ti -0.936 0.180 -0.551
C 1.948 0.170 -3.210
C 1.395 -1.101 -2.510
N -0.028 -1.058 -2.172
C -0.902 -1.027 -3.411
C -1.342 0.380 -3.746
N -1.171 1.229 -2.520
C -0.496 2.499 -2.787
C 0.995 2.429 -3.140
N 1.705 1.382 -2.415
H 1.533 0.248 -4.227
H 3.039 -0.014 -3.335
H 1.987 -1.221 -1.610
H 1.609 -1.979 -3.148
H -0.193 -1.992 -1.752
H -1.770 -1.681 -3.240
H -0.388 -1.464 -4.273
H -2.405 0.379 -4.055
H -0.793 0.808 -4.602
H -2.131 1.562 -2.334
H -0.601 3.075 -1.852
H -1.024 3.053 -3.591
H 1.383 3.417 -2.905
H 1.131 2.313 -4.239
H 2.557 1.739 -1.998
O -5.302 0.260 -1.782
S -4.262 0.217 -0.790
O -4.107 1.516 -0.035
O -2.929 -0.161 -1.338
C -4.636 -1.082 0.372
C -6.001 -1.382 0.414
C -6.450 -2.467 1.187
C -5.566 -3.220 1.949
C -4.198 -2.906 1.980
C -3.707 -1.809 1.230
S -1.957 -1.459 1.469
O -1.192 -1.941 0.262
O -1.581 -2.042 2.735
O -1.783 0.006 1.394
H -6.730 -0.809 -0.191
H -7.528 -2.699 1.163
H -5.893 -4.057 2.583
H -3.506 -3.478 2.616
S 3.419 0.752 4.298
C 2.471 0.509 2.809
C 2.151 1.589 1.945
C 1.394 1.407 0.793
N 0.865 0.178 0.508
C 1.288 -0.925 1.205
C 2.050 -0.767 2.344
C 4.879 0.002 3.703
C 5.087 -1.370 3.795
C 6.316 -1.903 3.386
N 7.345 -1.179 2.970
C 7.151 0.152 2.892
C 5.950 0.786 3.226
H 2.465 2.608 2.169
H 1.200 2.236 0.089
H 0.966 -1.903 0.832
H 2.305 -1.712 2.843
H 4.315 -2.077 4.104
H 6.488 -2.985 3.425
H 8.022 0.737 2.555
H 5.864 1.867 3.067
C -1.399 2.886 1.149
O -1.673 2.083 -0.002
H -1.475 2.283 2.061
H -2.065 3.755 1.191
H -0.383 3.282 1.046
H -2.768 1.901 0.003

5.
# C23H31NO6Se2Te2Zr

A molecular structure, C23H31NO6Se2Te2Zr (the ωB97M-V functional and the def2-TZVPD basis, OMol25).

Properties
- largest force on an atom (eV Å⁻¹) = 0.92
- total charge = 0
- E (Eh) = -6787.4026
- E_HOMO (eV) = -6.43
- gap between HOMO and LUMO (eV) = 4.919
- energy relative to the best compared isomer or geometry (same formula, charge and spin) (kJ/mol) = 94.35

CARTESIAN COORDINATES (ANGSTROEM)
Zr 0.604 -0.039 -1.144
O 1.727 4.314 -1.103
C 1.403 3.060 -0.856
O 0.686 2.379 -1.554
C 1.948 2.495 0.422
C 2.551 3.195 1.435
C 2.828 2.502 2.617
C 2.461 1.177 2.738
C 1.864 0.554 1.650
N 1.654 1.202 0.515
C 1.388 -0.888 1.651
O 1.435 -1.545 2.656
O 0.958 -1.257 0.466
H 1.333 4.554 -1.958
H 2.780 4.244 1.318
H 3.304 3.017 3.442
H 2.611 0.607 3.644
Se 2.424 0.659 -3.032
Te 2.520 -1.024 -4.861
Te -0.194 -1.609 -4.989
Se -1.070 -0.134 -3.168
C -2.544 3.654 1.864
C -2.397 2.807 0.601
C -3.044 3.489 -0.606
C -2.941 1.403 0.776
C -4.172 1.173 1.377
C -4.673 -0.114 1.509
C -3.943 -1.183 1.017
C -2.711 -1.006 0.390
C -2.011 -2.224 -0.191
C -2.869 -2.897 -1.260
C -1.588 -3.214 0.889
C -2.229 0.302 0.299
O -1.015 0.544 -0.277
H -2.067 4.628 1.728
H -2.088 3.166 2.729
H -3.592 3.842 2.108
H -1.333 2.712 0.384
H -4.122 3.598 -0.455
H -2.891 2.904 -1.515
H -2.624 4.486 -0.764
H -4.748 2.012 1.749
H -5.629 -0.282 1.988
H -4.340 -2.187 1.107
H -1.106 -1.880 -0.701
H -3.774 -3.315 -0.812
H -2.317 -3.714 -1.729
H -3.158 -2.190 -2.036
H -2.460 -3.568 1.444
H -0.889 -2.775 1.600
H -1.110 -4.087 0.437
C 1.459 -3.396 -1.994
C 2.559 -3.268 -0.978
O 3.111 -1.962 -1.070
C 4.218 -1.811 -0.200
C 4.877 -0.471 -0.415
H 0.865 -4.294 -1.819
H 1.842 -3.398 -3.011
H 0.738 -2.567 -1.964
H 3.348 -4.001 -1.180
H 2.188 -3.441 0.038
H 4.934 -2.620 -0.389
H 3.885 -1.926 0.843
H 5.182 -0.347 -1.452
H 5.755 -0.402 0.233
H 4.208 0.357 -0.176

6.
# C23H31NO7

A molecular structure, C23H31NO7 (the ωB97M-V functional and the def2-TZVPD basis, OMol25).

Properties
- largest force on an atom (eV Å⁻¹) = 19.49
- total charge = 0
- E (Eh) = -1475.5615
- E_HOMO (eV) = -8.20
- gap between HOMO and LUMO (eV) = 8.512
- energy relative to the best compared isomer or geometry (same formula, charge and spin) (kJ/mol) = 2405.89

CARTESIAN COORDINATES (ANGSTROEM)
C 3.697 0.545 -1.345
H 4.458 1.039 -1.950
H 3.872 0.108 -0.444
H 2.943 1.323 -1.185
O 3.080 -0.444 -2.520
C 2.126 -1.191 -1.776
C 0.951 -0.652 -1.838
C -0.449 -1.439 -1.443
C -0.150 -2.696 -0.845
C 1.206 -3.081 -0.731
C 2.188 -2.518 -1.004
C 3.586 -3.115 -1.063
H 4.384 -2.369 -1.915
H 3.657 -3.999 -1.287
H 3.966 -2.959 -0.138
C 1.202 -4.466 0.073
H 1.699 -4.354 0.898
H 1.551 -5.284 -0.567
O -0.472 -4.578 0.250
C -0.964 -3.572 -0.098
O -2.264 -3.530 -0.192
O -1.538 -0.992 -1.274
H -2.264 -1.604 -0.994
C 0.584 0.678 -2.332
C 0.108 1.665 -1.492
C -0.070 3.090 -1.679
C -0.307 3.541 -3.185
H -0.495 4.564 -3.029
H -1.327 3.166 -3.198
H 0.269 3.111 -3.797
C -0.240 3.994 -0.524
H 0.214 3.538 0.250
C -1.617 4.454 -0.299
C -2.393 3.227 -0.168
O -3.407 2.935 -0.721
O -2.148 2.528 1.153
C -2.947 1.379 1.273
H -3.707 1.788 1.593
C -2.374 0.946 2.834
N -1.376 -0.213 3.023
C -1.811 -1.288 2.650
H -2.644 -1.663 3.466
C -0.781 -2.535 2.929
H -1.084 -3.474 2.611
O 0.261 -2.388 2.179
C 0.798 -0.806 2.338
H 1.773 -0.757 1.709
C -0.136 0.280 1.970
H 0.055 1.076 2.281
H -0.387 -0.062 1.066
H 1.042 -0.856 3.457
H -0.699 -2.404 4.001
H -2.425 -1.431 1.518
H -3.138 0.766 3.376
H -1.840 2.001 3.302
H -2.650 0.685 0.864
H -1.994 4.908 -1.306
H -1.594 5.039 0.565
H 0.384 4.933 -0.732
H 0.792 1.713 -0.255
H 1.254 0.971 -3.307
H -0.411 0.729 -2.997

7.
# C23H32BaGeIN5O4

A molecular structure, C23H32BaGeIN5O4 (the ωB97M-V functional and the def2-TZVPD basis, OMol25).

Properties
- largest force on an atom (eV Å⁻¹) = 5.05
- total charge = -2
- E (Eh) = -3870.3828
- E_HOMO (spin up / spin down) (eV) = -1.50 / -1.54
- gap between HOMO and LUMO (spin up / spin down) (eV) = 5.460 / 5.510
- energy relative to the best compared isomer or geometry (same formula, charge and spin) (kJ/mol) = 0.00

CARTESIAN COORDINATES (ANGSTROEM)
Ba 0.807 -0.151 0.816
C -1.281 -1.934 4.487
C -1.001 -0.893 3.391
O 0.138 -0.958 2.840
C -2.035 -0.026 3.108
C -2.033 1.019 2.149
C -3.333 1.740 1.865
N -0.950 1.325 1.512
N -0.995 2.294 0.548
C 0.182 2.462 -0.013
O 1.275 1.930 0.346
C 0.193 3.320 -1.226
C 1.328 3.298 -2.038
C 1.360 4.003 -3.224
C 0.258 4.742 -3.624
C -0.869 4.786 -2.815
C -0.902 4.076 -1.630
H -0.365 -2.479 4.702
H -2.041 -2.644 4.161
H -1.626 -1.450 5.398
H -2.957 -0.165 3.663
H -4.104 1.512 2.600
H -3.687 1.447 0.877
H -3.144 2.810 1.843
H 2.167 2.706 -1.705
H 2.242 3.967 -3.852
H 0.278 5.285 -4.561
H -1.730 5.369 -3.123
H -1.773 4.075 -0.991
C -3.236 -3.394 1.323
O -1.915 -3.902 1.404
C -0.939 -3.025 1.013
O -1.165 -1.933 0.587
N 0.254 -3.653 1.121
N 1.435 -2.935 1.015
H -3.889 -4.255 1.457
H -3.413 -2.921 0.354
H -3.406 -2.648 2.104
H 0.231 -4.511 1.665
H 2.107 -3.397 0.416
H 1.848 -2.704 1.911
C -1.023 -0.481 -4.740
Ge -0.988 -0.751 -2.717
C -1.945 -2.521 -2.541
C -2.374 0.579 -2.120
C 0.727 -0.695 -1.852
H -2.022 -0.640 -5.139
H -0.348 -1.162 -5.253
H -0.719 0.534 -4.981
H -2.821 -2.580 -3.183
H -2.270 -2.659 -1.518
H -1.292 -3.354 -2.786
H -3.372 0.278 -2.428
H -2.167 1.568 -2.519
H -2.359 0.668 -1.041
H 1.316 0.032 -2.436
I 7.188 -0.265 4.682
C 5.647 0.369 2.432
C 6.360 0.258 1.252
C 5.698 -0.142 0.098
C 4.355 -0.467 0.191
N 3.662 -0.378 1.321
C 4.303 0.045 2.411
H 7.422 0.477 1.224
H 6.215 -0.200 -0.855
H 3.805 -0.817 -0.674
H 3.687 0.112 3.301